1.
Molecular formula: C5H15N2O3PS
Method: DFT, ωB97M-V with the def2-TZVPD basis set

Each line ends with the Mulliken charge.
CARTESIAN COORDINATES (ANGSTROEM)
1 C 2.291432 0.383413 1.064464  -1.0330
2 C 2.097492 -1.033217 -0.883408  -0.3808
3 C -1.666125 -1.238746 -1.380959  -0.9091
4 C -2.200104 0.965507 -1.418204  -1.3728
5 C -0.618503 -0.224241 2.620495  -0.6021
6 N 1.419709 -0.141375 0.000228  0.4515
7 N -1.042814 0.080058 -1.398034  0.2408
8 O 1.884214 -0.882714 -2.136394  -0.3644
9 O -2.086157 1.798162 1.458695  -0.5855
10 O 0.194639 2.364039 2.058801  -0.5863
11 P 0.204414 0.911159 -0.690072  -0.3999
12 S -0.697892 1.374314 1.523888  0.8275
13 H 1.633193 0.942931 1.842184  0.2990
14 H 2.681615 -0.504696 1.578086  0.4229
15 H 3.107674 1.049052 0.699419  0.3221
16 H 1.805734 -2.141481 -0.814994  0.1959
17 H 2.132767 -0.299798 -2.712503  0.2469
18 H 3.265130 -0.659404 -0.734873  0.2244
19 H -2.072981 -1.699803 -0.496943  0.2935
20 H -2.503436 -1.145704 -2.003734  0.4314
21 H -1.001109 -1.978863 -1.912143  0.2795
22 H -2.723291 0.802021 -2.388679  0.3959
23 H -2.772204 0.914766 -0.542745  0.5608
24 H -1.880095 2.098834 -1.367305  0.3508
25 H -0.657385 -0.280599 3.678456  0.3859
26 H -1.173673 -1.046264 2.176281  0.2883
27 H 0.377755 -0.407350 2.179993  0.0169

Atomic forces in eV per Å
C -1.330 0.641 1.420
C 4.544 -0.523 2.644
C 2.712 -1.730 -1.426
C 1.129 3.744 -2.040
C 1.549 -0.254 -2.299
N -1.980 1.478 0.131
N -1.899 -0.567 1.236
O -4.868 -5.672 -1.491
O -0.165 -0.068 -0.553
O 0.817 0.338 0.265
P 3.016 0.095 -1.545
S -2.919 -0.811 2.967
H 1.808 -0.780 -1.555
H 0.337 0.359 -0.070
H -0.519 -0.503 0.150
H 0.961 1.287 1.433
H 2.712 5.942 -4.011
H -2.094 -2.021 0.414
H 0.398 0.353 1.117
H -1.186 -0.024 -1.080
H -0.464 0.551 0.779
H 0.023 0.305 0.916
H -1.311 -0.696 1.042
H -0.354 -2.003 -0.496
H -0.048 0.665 1.036
H -0.731 0.427 -0.201
H -0.138 -0.534 1.216

Output
- energy (eV) = -34667.2735
- 2S+1 = 3

2.
Molecular formula: C9H21O12V
Method: DFT, ωB97M-V with the def2-TZVPD basis set

Each line ends with the Mulliken charge.
CARTESIAN COORDINATES (ANGSTROEM)
1 V -20.963766 -10.412585 0.216036  0.8388
2 O -22.624992 -10.565883 1.328834  -0.7598
3 H -23.120561 -10.845319 2.123100  0.0957
4 O -19.904517 -10.451435 -1.451778  -0.6636
5 H -19.407019 -9.984165 -2.150838  0.0871
6 O -19.636403 -9.957035 1.621682  -0.6772
7 H -19.034927 -9.534580 2.265328  0.1819
8 C -17.873236 -13.252792 0.522553  -0.5471
9 O -18.955824 -14.117485 0.280880  -0.3686
10 C -20.245671 -13.661074 0.287775  0.8574
11 O -20.584826 -12.492029 0.497429  -0.3978
12 O -21.090133 -14.638369 0.043821  -0.3350
13 C -22.495024 -14.468329 -0.013316  -0.3096
14 H -17.925523 -12.463087 -0.226939  0.2384
15 H -16.927012 -13.786149 0.431482  0.2226
16 H -17.881474 -12.831689 1.527896  0.2725
17 H -22.830121 -14.010598 0.917439  0.3101
18 H -23.107202 -15.345728 -0.221891  0.2995
19 H -22.904678 -13.760138 -0.733563  -0.1220
20 C -25.592261 -11.376445 -3.203451  -0.7240
21 O -24.648734 -11.101837 -2.175375  -0.2929
22 C -23.390133 -11.467982 -2.044714  0.6185
23 O -22.566904 -11.044557 -1.195834  0.3490
24 O -23.124822 -12.392124 -3.017874  -0.3573
25 C -21.851129 -13.023497 -3.181662  -0.4306
26 H -26.483410 -10.754690 -3.117527  0.2844
27 H -25.994572 -12.388856 -3.167825  0.3065
28 H -25.156253 -11.468522 -4.198201  0.3162
29 H -21.268249 -12.495085 -3.936073  0.2818
30 H -22.074858 -14.055349 -3.452440  0.2645
31 H -21.340526 -13.116486 -2.223162  0.0088
32 C -22.476423 -6.614991 -1.874746  -0.4680
33 O -22.675009 -6.427840 -0.484392  -0.3337
34 C -22.121113 -7.284808 0.378718  0.8459
35 O -21.546648 -8.339427 0.008844  -0.3639
36 O -22.283111 -6.801148 1.610735  -0.3194
37 C -21.610481 -7.371650 2.704803  -0.6153
38 H -21.447475 -6.328418 -2.092132  0.2839
39 H -23.154910 -6.032033 -2.497563  0.2373
40 H -22.712117 -7.643385 -2.148555  0.1116
41 H -21.572241 -6.621567 3.494740  0.2979
42 H -20.603879 -7.695619 2.440424  0.2340
43 H -22.023765 -8.296321 3.107630  0.2415

Atomic forces in eV per Å
V 0.762 0.914 1.876
O 0.323 0.201 0.126
H 1.017 0.109 -0.890
O -0.093 -0.173 0.313
H -0.753 -0.123 1.096
O -0.412 -0.370 -0.589
H -0.906 -0.372 -1.033
C 0.356 1.451 -0.034
O -2.694 -1.223 -0.019
C 0.903 2.447 0.421
O 0.725 -2.222 -0.446
O 0.619 -1.495 -0.784
C -1.556 1.787 0.815
H 0.218 0.273 0.240
H -0.407 -0.426 -0.273
H -0.387 0.123 -0.062
H 0.025 -0.275 0.254
H 1.148 -0.682 0.299
H 0.970 0.286 -0.434
C 0.038 -1.876 -0.911
O -0.266 1.429 1.494
C 2.861 -0.171 0.308
O -3.500 -1.498 -3.386
O -0.421 0.573 0.648
C -0.010 -0.313 0.788
H 0.719 0.563 0.079
H 0.107 -0.337 0.921
H 0.270 1.109 -0.013
H 0.020 -0.114 0.231
H -0.026 0.160 -0.480
H 0.247 0.617 -0.147
C 0.286 -0.865 -0.534
O -0.436 0.356 0.953
C 1.054 -2.158 -0.852
O -1.291 2.889 0.941
O -0.456 -0.102 -1.576
C 1.275 -1.051 0.981
H -0.041 -0.315 -0.288
H -0.104 0.535 0.778
H 0.538 -0.166 0.087
H -0.104 0.059 -0.254
H 0.103 0.334 -0.258
H -0.722 0.114 -0.382

Output
- ΔE to the lowest compared entry with this formula, charge and spin (eV) = 2.1550
- 2S+1 = 3

3.
Molecular formula: C4H6OS
Method: DFT, ωB97M-V with the def2-TZVPD basis set

Each line ends with the Mulliken charge.
CARTESIAN COORDINATES (ANGSTROEM)
1 C 0.521219 1.452389 0.144455  -1.0124
2 C 0.991806 0.004389 0.055702  0.4307
3 C 0.001496 -1.105901 0.225402  -0.5609
4 C -1.392699 -0.726019 -0.251572  0.1148
5 H -0.471063 1.563894 0.655302  0.2774
6 H 0.282549 1.728928 -0.960694  0.2567
7 H 1.264527 2.187970 0.516662  0.3479
8 H -0.095701 -1.478158 1.286210  0.2909
9 H 0.311435 -1.970907 -0.411971  0.3206
10 H -2.112123 -1.563983 0.098784  0.2688
11 O -1.747179 0.280717 -0.842136  -0.4680
12 S 2.445730 -0.373320 -0.516143  -0.2665

Atomic forces in eV per Å
C -0.986 0.462 -1.133
C 0.125 0.760 -0.489
C -0.609 0.023 -0.058
C -1.161 -0.182 0.413
H 1.135 -0.041 -0.215
H 0.435 -0.328 1.861
H -0.309 -0.809 -0.167
H 0.139 0.433 -0.938
H -0.177 0.470 0.668
H 0.279 1.136 -0.816
O 0.427 -1.991 0.759
S 0.702 0.067 0.115

Output
- SMILES = CC(=S)CC=O
- ΔE to the lowest compared entry with this formula, charge and spin (eV) = 1.5740
- 2S+1 = 1

4.
Molecular formula: C5H7IN5O
Method: DFT, ωB97M-V with the def2-TZVPD basis set

Each line ends with the Mulliken charge.
CARTESIAN COORDINATES (ANGSTROEM)
1 C 0.804278 -1.124167 1.899888  -0.1696
2 C 0.279622 -1.012503 -1.233512  0.1910
3 C -1.163399 0.887093 -0.926103  0.3410
4 C 1.131982 -0.331118 -0.143612  0.2893
5 C 0.379405 0.712336 0.763355  -0.0815
6 N -0.692151 1.337950 0.155342  -0.5791
7 N -0.028128 -0.125876 1.833491  -0.1958
8 N -0.676673 -0.245578 -1.660802  -0.0772
9 N 1.591937 -1.328925 0.889428  -0.0902
10 N -2.253259 1.484416 -1.488172  -0.3723
11 O 0.583640 -2.070276 -1.617399  -0.5208
12 I 1.752844 2.280162 1.595904  0.1557
13 H 0.856028 -1.859693 2.668765  0.4235
14 H 2.003813 0.214527 -0.588120  0.4245
15 H -0.540170 0.234778 2.696107  0.3533
16 H -1.271932 -0.484016 -2.326939  0.1671
17 H 2.112634 -2.194205 0.943690  0.2623
18 H -2.516591 2.271470 -1.007255  0.2599
19 H -2.353878 1.353625 -2.454056  0.2191

Atomic forces in eV per Å
C 0.128 -1.671 0.947
C 2.162 1.258 2.528
C -0.262 -0.174 -1.115
C 2.083 0.835 0.448
C 0.554 0.250 -1.287
N -0.110 0.635 0.489
N -0.813 0.353 2.880
N -0.502 4.684 2.966
N -1.177 1.409 -0.231
N 1.988 -2.979 0.375
O 0.694 -3.321 -1.303
I -0.374 -0.628 -0.388
H -0.343 -0.026 0.961
H -0.744 -0.825 0.053
H 0.887 -0.631 -1.739
H -2.820 -2.025 -3.849
H 0.328 0.193 -1.223
H -1.031 2.298 0.757
H -0.649 0.363 -1.267

Output
- SMILES = NC1=N[C@@]2(I)NC=[NH+][C@H]2C(=O)N1
- net charge = +1
- ΔE to the lowest compared entry with this formula, charge and spin (eV) = 0.4947
- 2S+1 = 1

Repeat the fourth record exactly.
Molecular formula: C5H7IN5O
Method: DFT, ωB97M-V with the def2-TZVPD basis set

Each line ends with the Mulliken charge.
CARTESIAN COORDINATES (ANGSTROEM)
1 C 0.804278 -1.124167 1.899888  -0.1696
2 C 0.279622 -1.012503 -1.233512  0.1910
3 C -1.163399 0.887093 -0.926103  0.3410
4 C 1.131982 -0.331118 -0.143612  0.2893
5 C 0.379405 0.712336 0.763355  -0.0815
6 N -0.692151 1.337950 0.155342  -0.5791
7 N -0.028128 -0.125876 1.833491  -0.1958
8 N -0.676673 -0.245578 -1.660802  -0.0772
9 N 1.591937 -1.328925 0.889428  -0.0902
10 N -2.253259 1.484416 -1.488172  -0.3723
11 O 0.583640 -2.070276 -1.617399  -0.5208
12 I 1.752844 2.280162 1.595904  0.1557
13 H 0.856028 -1.859693 2.668765  0.4235
14 H 2.003813 0.214527 -0.588120  0.4245
15 H -0.540170 0.234778 2.696107  0.3533
16 H -1.271932 -0.484016 -2.326939  0.1671
17 H 2.112634 -2.194205 0.943690  0.2623
18 H -2.516591 2.271470 -1.007255  0.2599
19 H -2.353878 1.353625 -2.454056  0.2191

Atomic forces in eV per Å
C 0.128 -1.671 0.947
C 2.162 1.258 2.528
C -0.262 -0.174 -1.115
C 2.083 0.835 0.448
C 0.554 0.250 -1.287
N -0.110 0.635 0.489
N -0.813 0.353 2.880
N -0.502 4.684 2.966
N -1.177 1.409 -0.231
N 1.988 -2.979 0.375
O 0.694 -3.321 -1.303
I -0.374 -0.628 -0.388
H -0.343 -0.026 0.961
H -0.744 -0.825 0.053
H 0.887 -0.631 -1.739
H -2.820 -2.025 -3.849
H 0.328 0.193 -1.223
H -1.031 2.298 0.757
H -0.649 0.363 -1.267

Output
- SMILES = NC1=N[C@@]2(I)NC=[NH+][C@H]2C(=O)N1
- net charge = +1
- ΔE to the lowest compared entry with this formula, charge and spin (eV) = 0.4947
- 2S+1 = 1